(1)
Computed, not measured: an isolated molecule of C23H29NOS, with ωB97M-V/def2-TZVPD.

Last column: natural (NBO) charge in e.
Geometry (Å):
C: 6.93514 -1.19343 1.50124  -0.63
C: 5.76292 -0.54252 0.83260  -0.02
C: 5.83184 0.77434 0.39324  -0.21
C: 4.74050 1.38547 -0.19263  -0.25
C: 3.55668 0.67854 -0.35742  -0.08
S: 2.19596 1.50268 -1.13831  0.21
C: 0.74267 0.93641 -0.12764  -0.34
C: -0.22284 2.12057 -0.08222  -0.40
C: -1.37905 1.92483 0.90168  -0.22
N: -2.28458 0.85311 0.54174  -0.46
C: -3.15170 1.06032 -0.59575  -0.22
C: -4.61744 1.27353 -0.20285  -0.41
C: -5.38485 -0.02950 0.02292  -0.21
C: -6.86064 0.27254 0.27874  -0.60
C: -4.80947 -0.84176 1.18341  -0.39
C: -3.36376 -1.29893 0.96482  -0.50
C: -2.35568 -0.23412 1.34446  0.71
O: -1.65279 -0.35216 2.33304  -0.65
C: 0.14136 -0.30336 -0.71505  -0.05
C: 0.04935 -1.46810 0.03891  -0.22
C: -0.50300 -2.61348 -0.50654  -0.21
C: -0.96518 -2.61148 -1.81164  -0.23
C: -0.86539 -1.45870 -2.57294  -0.23
C: -0.31205 -0.31429 -2.02910  -0.16
C: 3.47933 -0.64412 0.05267  -0.26
C: 4.57352 -1.23821 0.65266  -0.19
H: 7.86786 -0.73173 1.18623  0.22
H: 6.97071 -2.25611 1.27184  0.22
H: 6.85327 -1.08629 2.58360  0.22
H: 6.74927 1.33171 0.51757  0.21
H: 4.79625 2.41007 -0.52758  0.22
H: 1.13222 0.73631 0.87290  0.24
H: -0.60620 2.30799 -1.08715  0.20
H: 0.33339 3.00758 0.22821  0.23
H: -1.94437 2.86128 0.97209  0.19
H: -0.98312 1.67651 1.88950  0.25
H: -2.79141 1.94997 -1.11470  0.21
H: -3.06885 0.21851 -1.29114  0.21
H: -4.65609 1.88288 0.70288  0.20
H: -5.11087 1.83198 -1.00141  0.21
H: -5.30900 -0.63304 -0.88986  0.19
H: -7.42318 -0.64896 0.40776  0.21
H: -7.29081 0.82213 -0.55541  0.21
H: -6.97458 0.87160 1.17957  0.20
H: -4.86528 -0.25732 2.10474  0.20
H: -5.43358 -1.72786 1.32044  0.21
H: -3.15568 -2.15181 1.61301  0.24
H: -3.21446 -1.61281 -0.06955  0.22
H: 0.39164 -1.47262 1.06342  0.23
H: -0.57158 -3.51031 0.09120  0.22
H: -1.39523 -3.50670 -2.23677  0.21
H: -1.21428 -1.45274 -3.59564  0.21
H: -0.21046 0.57546 -2.63405  0.21
H: 2.57407 -1.21028 -0.10175  0.23
H: 4.50278 -2.26680 0.97682  0.21

Summary:
LUMO energy = 0.737 eV
E = -1422.04691 Ha
molar mass = 367.56 g mol⁻¹
HOMO energy = -8.00 eV
multiplicity = 1

(2)
Computed, not measured: an isolated molecule of C10H10N2O in a non-equilibrium geometry, with ωB97M-V/def2-TZVPD.

Last column: natural (NBO) charge in e.
Geometry (Å):
N: -1.29953 3.18021 0.61131  -0.86
C: -2.05596 1.86270 0.16895  -0.24
C: -1.15840 0.53680 0.15979  -0.10
C: -1.30528 -0.03870 1.34067  -0.19
C: -0.59520 -1.27493 1.63118  -0.21
C: 0.35595 -1.49027 0.69191  -0.07
C: 1.48570 -2.42077 0.80391  0.10
N: 2.60941 -2.43756 0.13535  -0.43
C: 2.74557 -1.68832 -1.08485  0.00
C: 1.68973 -0.93349 -1.53775  -0.25
C: 0.56261 -0.69980 -0.65562  -0.11
C: -0.27318 0.35025 -0.94794  0.36
O: -0.27737 1.22404 -2.02196  -0.67
H: -0.55197 3.44677 -0.21114  0.38
H: -0.81639 2.97607 1.57026  0.36
H: -3.10709 1.64796 0.61618  0.20
H: -2.26912 2.01051 -0.87307  0.20
H: -2.02245 0.10803 2.08203  0.22
H: -0.41918 -1.63183 2.66591  0.23
H: 1.46302 -2.87498 1.88824  0.17
H: 3.68987 -1.88016 -1.57164  0.21
H: 1.58744 -0.47625 -2.51491  0.20
H: -0.03817 0.50372 -2.94679  0.49

Summary:
ΔE to the lowest compared entry with this formula, charge and spin = 4.655 eV
LUMO energy = -0.151 eV
E = -571.65454 Ha
molar mass = 174.20 g mol⁻¹
HOMO energy = -8.52 eV
multiplicity = 1

(3)
Computed, not measured: a structure of composition C4O3, with ωB97M-V/def2-TZVPD.

Last column: Löwdin spin population.
Geometry (Å):
C: -0.00278 -0.02582 0.44192  0.18
C: 0.04300 -1.45201 0.45710  1.32
C: -0.30210 0.99731 1.20435  0.11
C: 0.17701 -0.24644 -1.04307  0.05
O: -0.47230 1.94756 1.83409  0.09
O: 0.13729 0.41017 -2.01539  0.03
O: 0.41990 -1.63077 -0.87900  0.22

Summary:
ΔE to the lowest compared entry with this formula, charge and spin = 0.066 eV
LUMO energy (spin up / spin down) = -0.391 / -2.219 eV
E = -377.93347 Ha
molar mass = 96.04 g mol⁻¹
HOMO energy (spin up / spin down) = -7.86 / -10.84 eV
multiplicity = 3
<S²> = 2.014

(4)
Computed, not measured: a structure of composition C5H6N2O3 in a non-equilibrium geometry, with ωB97M-V/def2-TZVPD.

Last column: natural (NBO) charge in e.
Geometry (Å):
O: -1.29435 -1.40269 -2.29917  -0.51
C: -0.45571 -1.05215 -1.51971  0.80
C: 0.88870 -1.67550 -1.29324  -0.55
C: 1.93046 -0.62018 -0.93005  -0.25
N: 1.44387 0.27901 0.09629  -0.44
C: 0.21130 0.52958 0.12693  0.49
O: -0.74300 0.00502 -0.70029  -0.48
C: -0.36179 1.42390 1.20749  0.55
N: 0.02396 1.18564 2.45056  -0.79
H: 0.76730 -2.38322 -0.45625  0.24
H: 1.16821 -2.25038 -2.18179  0.25
H: 2.85023 -1.10070 -0.57688  0.22
H: 2.20255 -0.01431 -1.80903  0.21
O: -1.63817 1.54465 1.28170  -0.64
H: 1.03087 1.10861 2.55985  0.40
H: -1.31147 1.35855 2.69877  0.50

Summary:
ΔE to the lowest compared entry with this formula, charge and spin = 2.833 eV
LUMO energy = -0.261 eV
E = -529.26663 Ha
molar mass = 142.11 g mol⁻¹
HOMO energy = -10.00 eV
multiplicity = 1

(5)
Computed, not measured: a structure of composition C24H13FN6O5S6Ta, with ωB97M-V/def2-TZVPD.

Last column: natural (NBO) charge in e.
Geometry (Å):
Ta: 0.02657 -0.20750 -0.16675  1.79
O: 1.80347 -0.84712 -1.17446  -0.50
N: 2.79699 -0.05630 -1.37900  0.19
N: 2.56657 1.10518 -0.94499  0.17
O: 1.43623 1.40013 -0.35969  -0.54
C: 3.51381 2.16438 -1.13303  0.17
C: 3.21203 3.40449 -0.59701  -0.23
C: 4.11979 4.43884 -0.77075  -0.20
C: 5.30096 4.22823 -1.46461  -0.21
C: 5.58154 2.97409 -1.99281  -0.20
C: 4.68906 1.92902 -1.83299  -0.23
H: 2.28517 3.54120 -0.05948  0.26
H: 3.89731 5.41314 -0.35694  0.22
H: 6.00463 5.03958 -1.59558  0.21
H: 6.50182 2.80646 -2.53624  0.22
H: 4.88989 0.94960 -2.23997  0.24
O: -5.37506 2.56298 -3.49283  -0.58
C: -4.46177 1.96098 -2.99402  0.19
S: -2.78803 2.05948 -3.57364  0.33
C: -2.11185 0.96217 -2.39121  -0.41
C: -2.95050 0.43743 -1.47779  -0.39
S: -2.42333 -0.70598 -0.29345  -0.04
S: -4.63009 0.91276 -1.57592  0.34
S: -0.42320 0.55877 -2.42627  -0.03
F: -2.56373 4.77946 2.76025  -0.35
C: -2.00321 3.72481 2.11324  0.45
C: -1.58761 3.88469 0.81237  -0.33
C: -1.01217 2.79582 0.16155  -0.19
C: -0.86234 1.55622 0.78624  -0.44
C: -1.30783 1.45160 2.11153  -0.18
C: -1.87021 2.52534 2.78435  -0.32
H: -1.71356 4.83842 0.31678  0.22
H: -0.67750 2.92763 -0.85984  0.22
H: -1.23051 0.50539 2.63615  0.23
H: -2.20841 2.43646 3.80826  0.22
O: 0.73932 -3.71524 1.92505  -0.92
S: -0.40499 -3.11301 1.30423  2.31
O: -1.10548 -2.09466 2.04945  -0.92
N: -0.06830 -2.47577 -0.17493  -0.95
C: -0.57260 -3.24186 -1.19480  0.09
S: -0.32690 -3.02842 -2.79020  -0.05
C: -1.43149 -4.34276 -0.66380  -0.11
C: -2.15976 -5.27413 -1.38641  -0.16
C: -2.92101 -6.19875 -0.68823  -0.20
C: -2.94762 -6.20630 0.70537  -0.20
C: -2.20856 -5.28455 1.43317  -0.20
C: -1.47473 -4.36076 0.71588  -0.25
H: -2.12641 -5.25495 -2.46719  0.24
H: -3.50610 -6.92802 -1.23363  0.21
H: -3.55057 -6.93934 1.22526  0.21
H: -2.20963 -5.28017 2.51465  0.23
N: 2.13969 -1.81004 5.70464  -0.44
C: 2.26407 -1.26618 4.69274  0.44
N: 2.51516 -0.59053 3.58343  -0.64
C: 1.78038 -0.58563 2.56411  0.74
N: 1.15058 -0.46676 1.57976  -0.74

Summary:
ΔE to the lowest compared entry with this formula, charge and spin = 0.352 eV
LUMO energy = 1.239 eV
E = -4173.24008 Ha
molar mass = 857.75 g mol⁻¹
HOMO energy = -5.18 eV
net charge = -1
multiplicity = 1

(6)
Computed, not measured: an isolated molecule of C3H6N4O in a non-equilibrium geometry, with ωB97M-V/def2-TZVPD.

Last column: natural (NBO) charge in e.
Geometry (Å):
C: 1.83906 -0.67415 0.22571  -0.42
N: 0.64326 -0.03259 -0.35770  -0.07
N: 0.77521 1.18482 -0.98955  -0.18
C: -0.38373 1.76392 -0.84151  -0.13
C: -1.39433 0.86177 -0.25131  0.54
O: -2.66158 0.97634 -0.10937  -0.63
N: -0.48418 -0.07682 0.33315  -0.12
N: -0.91750 -1.32447 0.90688  -0.65
H: 2.57323 -0.36058 -0.48880  0.23
H: 1.77499 -1.80228 0.17015  0.23
H: 2.08553 -0.27813 1.27560  0.21
H: -0.74439 2.66450 -1.38571  0.23
H: -1.74885 -0.96048 1.61453  0.41
H: -1.35671 -1.94186 -0.10206  0.36

Summary:
ΔE to the lowest compared entry with this formula, charge and spin = 4.736 eV
LUMO energy = 0.118 eV
E = -412.03491 Ha
molar mass = 114.11 g mol⁻¹
HOMO energy = -8.64 eV
multiplicity = 1

(7)
Computed, not measured: an isolated molecule of C4H6N2O in a non-equilibrium geometry, with ωB97M-V/def2-TZVPD.

Last column: natural (NBO) charge in e.
Geometry (Å):
H: -3.05489 1.21456 -0.68680  0.36
N: -2.12392 0.80732 -0.68245  -0.73
C: -2.00767 -0.02458 0.26062  0.41
O: -0.89162 -0.73418 0.50966  -0.50
C: 0.24317 -0.51888 -0.32998  -0.07
C: 1.36275 0.04344 0.54699  -0.53
C: 2.60713 0.18532 -0.21432  0.28
N: 3.57864 0.27491 -0.83676  -0.32
H: -2.76952 -0.29416 0.99750  0.16
H: -0.00919 0.16863 -1.13942  0.23
H: 0.53141 -1.49010 -0.74336  0.20
H: 1.06412 1.02070 0.94144  0.25
H: 1.54155 -0.62846 1.39331  0.25

Summary:
ΔE to the lowest compared entry with this formula, charge and spin = 1.357 eV
LUMO energy = 0.713 eV
E = -340.74503 Ha
molar mass = 98.10 g mol⁻¹
HOMO energy = -10.66 eV
multiplicity = 1